The following is a DFT calculation (the ωB97M-V functional and the def2-TZVPD basis) of a molecular structure, C38H54BGaN4P2Se.

Structure (XYZ):
```
101
Properties=species:S:1:pos:R:3:forces:R:3:mulliken_charge:R:1
Ga 0.2247 -0.0225 0.6384 -0.5 -0.1 0.4 0.274
C 3.2673 3.2639 1.8891 0.0 0.0 0.0 -1.684
C 3.1329 3.6290 0.3983 0.1 -0.2 0.1 1.937
C 4.4308 3.1963 -0.2998 0.1 0.1 0.0 -2.105
C 2.9537 5.1471 0.3007 0.0 0.1 0.1 -1.823
P 1.7160 2.5919 -0.2717 0.0 0.0 0.1 0.184
C 0.3038 3.6097 0.3494 -0.2 -0.2 -0.1 -1.651
N -0.9515 2.8749 0.3678 -0.1 0.0 0.0 0.629
B -1.2087 1.4591 0.4301 -0.2 0.2 -0.2 -0.326
N -2.6483 1.3353 0.4770 0.0 0.3 0.0 0.598
C -3.5381 0.1821 0.5235 0.3 0.1 0.0 -1.949
P -2.5793 -1.3783 0.7326 0.1 -0.2 0.1 0.739
C -3.4961 -2.2181 2.1297 -0.1 0.0 0.0 1.739
C -4.9672 -2.5471 1.8679 -0.1 -0.1 0.1 -1.767
C -2.7359 -3.5000 2.4979 0.1 0.0 0.1 -1.533
C -3.3854 -1.2594 3.3270 0.0 -0.1 0.1 -1.775
C -2.8742 -2.2069 -0.9251 0.0 0.0 -0.1 2.030
C -2.1712 -3.5680 -0.9476 0.1 0.0 -0.1 -2.145
C -2.1301 -1.2742 -1.9031 -0.1 0.1 -0.1 -1.596
C -4.3209 -2.3882 -1.3993 0.0 0.0 0.0 -1.790
C -3.2075 2.6203 0.4523 0.1 -0.3 0.1 0.325
C -4.5343 3.0211 0.4876 0.0 0.1 0.0 -0.656
C -4.8069 4.3892 0.4747 0.1 0.0 0.0 -0.834
C -3.7754 5.3235 0.4261 0.0 -0.1 0.0 -0.839
C -2.4408 4.9195 0.3902 0.0 0.1 0.0 -0.685
C -2.1702 3.5604 0.4037 0.2 -0.1 -0.1 0.488
C 1.6234 2.8206 -2.1405 0.0 -0.1 0.0 2.605
C 2.6367 1.8456 -2.7499 0.1 0.1 -0.2 -2.169
C 0.2279 2.3885 -2.6121 0.0 0.0 0.0 -2.143
C 1.8904 4.2259 -2.6712 0.0 0.1 -0.1 -2.097
H 4.0055 3.9348 2.3481 -0.1 -0.1 -0.1 0.533
H 3.6034 2.2377 2.0184 0.0 -0.1 0.0 0.294
H 2.3320 3.3784 2.4449 0.0 0.0 0.0 0.299
H 5.2875 3.5749 0.2715 -0.1 0.0 -0.1 0.555
H 4.5066 3.5979 -1.3150 0.0 -0.1 0.2 0.305
H 4.5186 2.1044 -0.3446 0.0 0.1 0.0 0.377
H 3.8747 5.6190 0.6635 -0.1 0.0 0.0 0.557
H 2.1386 5.5023 0.9390 0.1 0.0 -0.1 0.283
H 2.7786 5.5053 -0.7112 0.0 0.0 0.1 0.265
H 0.2027 4.5117 -0.2569 -0.1 0.0 -0.1 0.343
H 0.5577 3.9277 1.3588 0.0 0.1 0.1 0.652
H -4.1361 0.1514 -0.3827 -0.1 0.0 -0.2 0.757
H -4.2297 0.2934 1.3539 -0.1 0.1 0.1 0.611
H -5.0713 -3.3888 1.1802 0.0 0.1 0.1 0.321
H -5.5235 -1.6984 1.4584 0.1 0.0 0.0 0.212
H -5.4480 -2.8350 2.8127 0.1 0.0 -0.1 0.521
H -2.6565 -4.1980 1.6615 0.0 0.1 0.1 0.148
H -3.2658 -4.0107 3.3119 0.1 0.1 -0.1 0.591
H -1.7233 -3.2687 2.8506 -0.2 0.0 -0.1 0.199
H -4.0802 -0.4204 3.2656 0.0 0.0 0.0 0.349
H -2.3748 -0.8551 3.4294 0.0 0.0 0.0 0.195
H -3.6152 -1.8099 4.2463 0.0 0.1 -0.1 0.509
H -1.1306 -3.4896 -0.6137 -0.2 0.0 0.0 0.367
H -2.1681 -3.9526 -1.9753 0.0 0.0 0.1 0.538
H -2.6848 -4.3056 -0.3254 0.0 0.1 -0.1 0.312
H -1.0596 -1.2592 -1.6821 -0.1 0.0 0.0 -0.051
H -2.5037 -0.2431 -1.8683 0.0 -0.1 0.0 0.166
H -2.2631 -1.6415 -2.9270 0.0 0.0 0.1 0.749
H -4.8345 -3.1746 -0.8478 0.0 0.0 0.0 0.347
H -4.3037 -2.6874 -2.4546 0.0 0.0 0.1 0.515
H -4.9245 -1.4803 -1.3355 0.1 0.0 0.0 0.270
H -5.3404 2.2967 0.5195 0.1 0.1 0.0 0.505
H -5.8357 4.7292 0.5108 0.1 0.0 0.0 0.393
H -4.0120 6.3811 0.4143 0.0 -0.1 0.0 0.396
H -1.6414 5.6527 0.3588 -0.1 -0.1 0.0 0.483
H 2.4750 0.8413 -2.3664 0.0 -0.1 0.0 0.321
H 3.6695 2.1252 -2.5318 -0.1 -0.1 -0.1 0.327
H 2.5144 1.8228 -3.8403 0.0 0.0 0.1 0.549
H -0.0211 1.3767 -2.2849 0.0 0.0 0.0 0.352
H 0.2204 2.3897 -3.7082 0.0 0.0 0.1 0.665
H -0.5598 3.0626 -2.2692 0.0 0.0 0.0 0.223
H 2.9224 4.5364 -2.5073 -0.1 0.0 0.0 0.389
H 1.2243 4.9721 -2.2309 0.0 0.0 0.0 0.301
H 1.7142 4.2309 -3.7532 0.0 0.0 0.1 0.508
Se 0.4789 -0.4353 3.1419 0.2 0.2 -0.6 -0.181
C 2.3010 -0.2369 2.9917 0.3 0.0 0.2 0.339
N 3.4490 -0.1066 2.9273 -0.3 -0.1 -0.1 -0.685
N 0.8232 -1.6195 -0.0196 0.4 0.2 0.2 1.448
C 1.7505 -2.4635 -0.1363 -0.1 -0.2 -0.3 -0.971
C 3.1500 -2.1862 -0.6338 -0.2 -0.1 0.1 0.216
C 3.3386 -1.7235 -1.9289 0.1 0.1 -0.1 -0.348
C 4.6213 -1.5072 -2.4236 -0.1 0.0 0.0 -0.670
C 5.7222 -1.7537 -1.6157 0.0 0.0 0.1 -0.456
C 5.5382 -2.2280 -0.3193 0.0 0.1 -0.1 -0.857
C 4.2584 -2.4594 0.1627 0.0 0.1 0.1 0.080
C 1.4553 -3.9092 0.1896 0.2 0.1 0.1 0.254
C 2.0999 -4.9693 -0.4462 0.0 0.0 0.0 -0.280
C 1.8166 -6.2801 -0.0816 0.0 0.1 0.0 -0.814
C 0.9023 -6.5412 0.9322 0.0 0.0 0.0 -0.562
C 0.2590 -5.4882 1.5734 0.0 0.1 -0.1 -0.524
C 0.5344 -4.1803 1.1996 0.0 0.0 0.0 0.734
H 2.4725 -1.5549 -2.5552 0.0 0.1 0.0 0.476
H 4.7592 -1.1495 -3.4411 0.0 -0.1 0.1 0.414
H 6.7246 -1.5895 -1.9971 -0.1 0.0 0.0 0.399
H 6.3947 -2.4098 0.3193 0.0 0.0 0.0 0.403
H 4.1132 -2.8298 1.1704 0.0 0.0 0.0 0.488
H 2.8146 -4.7689 -1.2374 0.0 0.0 0.1 0.476
H 2.3180 -7.0995 -0.5823 0.0 0.0 0.0 0.393
H 0.7012 -7.5640 1.2293 0.0 0.0 0.0 0.396
H -0.4587 -5.6868 2.3614 0.1 0.0 0.0 0.441
H 0.0574 -3.3376 1.6894 0.0 -0.1 0.0 -0.092
```
Forces are in eV/Å.

Calculated values
- Relative energy (zero: lowest compared OMol25 entry of this formula, charge and spin): 0.0 kJ/mol
- Gap between HOMO and LUMO: 8.361 eV



The following is a DFT calculation (the ωB97M-V functional and the def2-TZVPD basis) of a molecular structure, C26H52Be2BrClF8LiN4O15P2.

Structure (XYZ):
```
112
Properties=species:S:1:pos:R:3:forces:R:3:mulliken_charge:R:1
C 0.0424 4.3150 -1.4539 -0.2 0.0 -0.8 -1.235
C 0.4649 3.6102 -2.7843 0.0 0.4 1.1 -0.430
O -0.6898 2.9426 -3.3311 1.4 0.2 0.3 -0.587
C 1.7455 2.6883 -2.5798 -0.4 1.4 -0.4 -0.093
O 1.4481 1.2561 -2.4289 1.2 1.3 0.1 0.249
N 2.3708 0.5603 -3.1672 -0.5 -1.3 -2.0 -0.061
C 2.0535 0.3683 -4.6007 -0.7 0.1 -0.3 -1.019
C 0.5627 0.0415 -4.8579 0.5 -0.2 -1.1 0.038
F 0.0920 -0.9091 -3.9697 0.2 0.6 0.5 -0.288
C 3.5054 0.0798 -2.6802 1.2 -0.5 2.0 0.552
N 4.4469 -0.5690 -3.3683 0.1 -0.4 -2.2 -0.628
C 5.4566 -0.8874 -2.5690 -1.6 0.6 -0.6 0.288
Br 7.0239 -1.7998 -2.9989 -0.8 0.3 0.2 -0.001
N 5.1209 -0.4329 -1.3847 2.6 -0.6 2.8 -0.043
N 3.9269 0.1478 -1.3871 -2.0 1.1 -0.7 0.336
C 3.3666 0.7233 -0.1668 0.2 -0.2 1.1 -0.536
C 2.6921 -0.2768 0.7915 0.8 -0.4 1.4 0.433
C 3.2866 -1.6854 0.8200 0.1 0.0 -0.7 -1.382
F 1.3223 -0.3493 0.5969 0.2 0.2 -0.6 -0.202
H 0.8730 4.4207 -0.7464 -0.2 -0.1 -0.1 0.359
H -0.8236 3.8141 -0.9926 0.3 0.0 0.0 0.342
H -0.3002 5.3201 -1.7357 0.0 -0.3 0.3 0.385
H 0.7749 4.4188 -3.4620 0.1 -0.4 0.1 0.579
H -0.7478 3.2543 -4.2476 -0.7 -0.7 0.0 0.321
H 2.4121 2.8735 -3.4315 -0.3 -0.6 0.1 0.355
H 2.2821 3.0829 -1.7017 -0.2 -0.5 -0.1 0.432
H 2.3488 1.2851 -5.1389 -0.3 -0.3 0.0 0.266
H 2.6305 -0.4563 -5.0314 0.2 0.2 0.7 0.464
H 0.5378 -0.4424 -5.8463 -0.1 0.4 0.2 0.396
H -0.0857 0.9191 -4.9389 -0.1 -0.3 0.5 0.007
H 5.6385 -0.4718 -0.5101 0.2 0.0 -0.2 0.155
H 4.2112 1.1832 0.3744 -0.2 -0.2 -0.2 0.554
H 2.6575 1.5325 -0.3508 0.3 -0.3 -0.4 -0.132
H 2.8223 0.1389 1.8062 -0.1 0.1 -0.4 0.253
H 2.7966 -2.3065 1.5791 -0.1 0.2 -0.4 0.400
H 3.1875 -2.1277 -0.1858 -0.2 -0.2 0.4 0.356
H 4.3647 -1.6989 1.0505 -0.3 0.3 0.1 0.321
O -4.9400 -0.3792 0.1298 -2.9 -1.7 1.4 -0.723
P -4.7238 -0.4562 1.6190 6.2 3.8 -2.0 0.864
O -4.6119 1.1497 1.9925 -0.4 -1.1 0.5 -0.241
C -5.7631 1.9818 1.9170 -0.4 0.3 0.0 -0.752
C -6.6840 1.7619 3.1035 0.6 -0.4 0.3 0.290
O -3.1436 -0.8394 1.6122 -1.0 0.0 0.9 -0.357
C -2.6074 -1.6890 0.5785 0.3 0.1 0.1 -1.285
C -1.8061 -0.8555 -0.4016 0.3 1.1 -0.2 -0.611
O -4.7729 -0.9283 3.3047 -4.0 -1.4 0.0 -0.012
C -3.6294 -0.9156 4.2199 1.2 -0.2 1.2 0.117
C -3.0840 0.4593 4.5195 -0.1 0.3 -0.5 -1.064
H -6.2913 1.8121 0.9727 0.1 0.0 0.0 0.395
H -5.4084 3.0145 1.9156 0.2 -0.1 -0.1 0.343
H -7.1086 0.7569 3.0878 -0.3 0.1 -0.1 -0.324
H -7.5406 2.4905 3.1019 0.8 -1.3 0.6 0.175
H -6.1352 1.8756 4.0418 -0.1 0.2 0.0 0.217
H -3.3915 -2.2446 0.0839 -0.2 0.3 0.0 0.664
H -1.9561 -2.4108 1.0653 -0.1 0.2 0.2 0.305
H -2.3929 -0.0067 -0.7845 -0.3 -0.2 -0.1 0.397
H -1.4566 -1.4786 -1.2756 -0.3 0.6 0.6 0.413
H -0.9242 -0.4345 0.0972 0.0 -0.2 0.1 0.184
H -2.8548 -1.5921 3.8666 -0.2 0.0 -0.4 0.153
H -3.9995 -1.3476 5.1526 -0.3 0.0 -0.2 0.351
H -2.5734 0.8829 3.6557 0.0 0.0 0.0 0.209
H -2.3632 0.3985 5.3358 -0.1 -0.2 0.0 0.468
H -3.8799 1.1470 4.8073 0.0 0.0 0.1 0.238
C 9.2244 1.5066 3.3426 0.1 -0.3 -0.2 -1.109
C 8.6966 2.5193 2.3480 -0.1 0.0 0.7 -0.082
O 9.3982 2.4316 1.0972 -0.2 0.0 -0.2 -0.380
C 9.0084 1.4631 0.2803 0.3 0.2 0.1 0.762
O 8.1153 0.6685 0.4842 -0.2 0.1 -0.2 -0.598
O 9.7736 1.5048 -0.8115 -0.2 0.0 0.2 -0.365
C 9.4968 0.4620 -1.7407 0.1 -0.2 -0.3 -0.185
H 10.3050 1.6054 3.4513 0.0 0.1 0.1 0.310
H 8.7567 1.6456 4.3173 0.0 0.0 0.0 0.370
H 9.0267 0.4877 3.0081 -0.1 0.0 0.0 0.297
H 8.8676 3.5270 2.7232 0.1 0.0 -0.3 0.305
H 7.6223 2.4089 2.1948 0.1 -0.1 -0.2 0.202
H 8.4369 0.4311 -1.9827 0.0 0.0 0.1 0.025
H 9.8266 -0.4988 -1.3387 -0.3 0.3 0.0 0.140
H 10.0555 0.6679 -2.6515 0.1 0.2 0.1 0.356
C -9.3548 -2.3092 2.5336 0.0 -0.1 0.0 -1.018
C -9.7095 -1.2398 3.5503 -0.6 -0.2 -0.5 0.320
C -11.2142 -1.0970 3.7046 -0.1 0.1 0.2 -1.433
O -9.1490 0.0083 3.1405 0.3 0.0 0.2 -0.465
H -9.7507 -2.0564 1.5468 0.0 0.0 0.0 0.345
H -8.2652 -2.3954 2.4258 0.0 -0.1 0.0 0.101
H -9.7530 -3.2804 2.8300 0.1 0.0 0.0 0.382
H -9.2646 -1.4900 4.5181 0.1 0.2 0.0 0.232
H -11.6736 -0.8026 2.7572 0.1 -0.1 0.0 0.374
H -11.4520 -0.3184 4.4303 0.0 -0.1 0.0 0.351
H -11.6681 -2.0320 4.0350 0.0 0.0 0.0 0.391
H -9.5359 0.2393 2.2862 0.0 0.0 0.0 0.310
F -3.3861 2.0215 -5.6481 -0.9 0.7 0.0 -0.349
P -3.3311 0.5622 -6.4199 -1.3 -0.5 -0.4 0.992
F -1.7514 1.0444 -6.3912 1.5 -0.9 0.2 -0.338
F -4.8326 0.9118 -6.9493 -0.8 -0.4 1.0 -0.314
F -2.7665 -0.9759 -6.3725 0.6 -0.3 -1.4 -0.321
F -3.1562 0.4742 -8.0398 1.4 0.4 -0.3 -0.343
F -4.0437 -0.0661 -5.0836 -0.1 1.3 1.1 -0.316
Be -8.0791 3.7189 2.1442 -0.8 1.4 -0.9 -0.046
Cl -1.8859 -3.3886 -1.2933 0.6 -1.9 -1.0 -0.396
C 11.6524 -2.6330 -2.2268 0.1 -0.1 0.0 0.899
O 12.2918 -3.6719 -2.2274 0.0 0.0 0.0 -0.336
O 11.0684 -2.1482 -1.2283 0.1 -0.2 0.0 -0.343
O 11.4757 -1.8961 -3.2213 0.0 0.0 0.0 -0.264
Li -0.3657 1.3860 -1.9601 -1.0 -0.6 -0.5 0.751
Be -6.4296 -1.5168 3.8145 1.9 0.7 -0.7 0.457
C -0.3497 -5.1750 1.6633 -0.1 -0.4 -1.1 -0.214
C -0.2174 -4.6222 3.1190 0.0 0.6 1.3 0.635
O -0.6082 -3.4462 3.2614 -0.1 0.0 -0.4 -0.514
O 0.2565 -5.4282 3.9203 0.0 -0.2 -0.4 -0.573
H -0.7692 -4.4133 1.0239 -0.1 0.2 -0.1 -0.180
H 0.6310 -5.4623 1.2864 0.0 0.0 0.2 0.275
H -0.9995 -6.0487 1.6587 0.1 0.0 0.2 0.283
```
Forces are in eV/Å.

Calculated values
- Net charge: +1
- Gap between HOMO and LUMO: 1.557 eV



The following is a DFT calculation (the ωB97M-V functional and the def2-TZVPD basis) of a molecular structure, C18H24N4O3W.

Structure (XYZ):
```
50
Properties=species:S:1:pos:R:3:forces:R:3:lowdin_spin:R:1
N 0.8515 -1.0400 1.8891 -0.4 -0.9 0.6 0.003
C 0.3512 -1.4164 2.8701 0.8 0.9 -1.3 0.019
C -0.2644 -1.7761 4.1249 -0.3 -0.2 0.6 0.004
H -0.3056 -0.9007 4.7891 0.1 -0.1 -0.2 0.000
H 0.3029 -2.5658 4.6406 0.0 0.2 -0.2 0.001
H -1.2881 -2.1466 3.9762 0.3 0.0 -0.1 0.001
N 0.7908 0.6667 -4.8078 0.0 -1.9 0.3 0.002
C 0.6981 -0.4702 -5.0450 0.1 1.8 0.2 0.001
C 0.5640 -1.8653 -5.4426 -0.1 -0.4 -0.2 0.000
H 1.1466 -2.5330 -4.7902 -0.1 0.2 -0.2 0.000
H 0.9263 -1.9792 -6.4743 -0.1 0.0 0.3 0.000
H -0.4928 -2.1652 -5.4106 0.3 0.1 0.0 0.000
N 1.3250 1.6911 1.0300 -0.5 0.2 -0.9 0.000
C 0.8981 2.7406 1.2892 1.1 -1.7 0.1 0.000
C 0.4868 4.0109 1.8218 -0.3 0.7 0.1 0.001
H -0.2749 4.4714 1.1794 0.2 -0.1 0.1 0.000
H 1.3509 4.6913 1.8907 -0.2 -0.2 -0.1 0.000
H 0.0706 3.8586 2.8276 0.2 0.0 -0.2 0.001
W 1.9101 -0.6274 -0.1066 -11.6 2.2 6.2 0.658
C 0.0035 0.1135 -0.6595 -6.4 2.2 -3.9 0.043
O -1.0258 0.4157 -1.1262 5.4 -1.4 2.8 0.053
C 0.3719 -2.3489 -0.4612 -3.7 -2.5 2.0 0.008
O -0.5926 -2.9013 -0.1364 4.3 2.1 -1.9 0.007
C 3.4045 -2.0823 0.1207 -0.1 -1.8 0.9 0.020
C 3.6180 -1.0672 1.0635 3.2 0.4 1.2 0.000
C 3.6438 0.2743 0.6654 2.9 -0.4 1.9 0.039
C 3.4700 0.6097 -0.6848 0.9 1.5 -2.0 0.031
C 3.2782 -0.3960 -1.6409 3.0 -0.3 -3.2 0.057
C 3.2030 -1.7424 -1.2324 2.0 -0.4 -3.1 0.035
H 3.2653 -3.1075 0.4467 0.3 0.0 0.0 0.002
H 3.7516 -1.3034 2.1051 0.0 -0.2 0.2 0.000
H 3.8234 1.0535 1.3892 -0.2 0.0 0.2 0.002
H 3.5143 1.6450 -1.0018 -0.2 0.0 -0.1 0.003
H 3.1490 -0.1180 -2.6893 0.1 -0.1 0.1 0.009
H 2.9822 -2.5068 -1.9696 0.0 0.0 0.0 0.004
C -4.9650 1.7102 3.4279 -0.5 0.2 -0.6 0.077
N -3.7377 1.9910 2.7034 -0.7 2.0 1.3 0.501
C -3.3354 3.3714 2.5655 -0.7 0.8 -0.3 0.066
C -2.8194 1.0460 2.3576 2.3 -2.3 -1.2 0.012
C -3.2220 -0.4021 2.5103 0.0 0.2 -0.1 -0.009
O -1.7122 1.3974 1.9225 -1.7 -0.2 0.7 0.225
H -5.5613 2.6254 3.4398 0.1 -0.2 0.1 0.004
H -4.7734 1.4071 4.4692 0.3 0.0 -0.1 0.044
H -5.5348 0.9107 2.9388 0.2 0.0 0.1 0.022
H -2.9689 3.5632 1.5493 0.0 -0.1 0.2 0.023
H -4.2091 3.9924 2.7729 0.3 0.0 -0.1 0.002
H -2.5328 3.6289 3.2727 -0.1 -0.2 0.0 0.036
H -4.2230 -0.5668 2.0894 0.3 -0.1 0.2 -0.001
H -2.4978 -1.0173 1.9695 -0.2 0.1 0.1 0.000
H -3.2272 -0.7003 3.5703 -0.2 0.1 -0.3 -0.003
```
Forces are in eV/Å.

Calculated values
- Net charge: +4
- Relative energy (zero: lowest compared OMol25 entry of this formula, charge and spin): 380.7 kJ/mol
- Spin multiplicity: 3
- Expectation value of S²: 2.0211
- Gap between HOMO and LUMO (spin up / spin down): 4.805 / 4.577 eV



The following is a DFT calculation (the ωB97M-V functional and the def2-TZVPD basis) of a single C3H4N2O molecule.

Structure (XYZ):
```
10
Properties=species:S:1:pos:R:3:forces:R:3:nbo_charge:R:1
N 0.0570 -0.2069 1.5873 -0.2 0.3 -0.1 -0.672
C -0.6039 0.7367 1.0923 0.2 -0.3 0.2 0.393
O -0.7530 0.8347 -0.2792 -0.1 0.0 -0.1 -0.490
C -0.6636 -0.2506 -1.0617 0.1 0.0 0.2 0.119
C 1.0144 -0.4138 -1.7288 0.3 0.3 -0.9 -0.052
N 1.6548 -0.1995 -2.6887 -0.6 -0.2 1.0 -0.267
H 0.1166 -0.1425 2.6002 0.0 0.0 -0.1 0.372
H -1.0859 1.5815 1.5872 0.1 -0.1 -0.1 0.177
H -0.7974 -1.1546 -0.4327 0.1 0.1 -0.1 0.140
H 1.0608 -0.7851 -0.6759 0.1 -0.1 0.0 0.280
```
Forces are in eV/Å.

Calculated values
- Relative energy (zero: lowest compared OMol25 entry of this formula, charge and spin): 546.7 kJ/mol
- Gap between HOMO and LUMO (spin up / spin down): 8.173 / 8.175 eV



no.,DFT total energy (hartree)
1,-6733.308427
2,-6921.591841
3,-1210.347577
4,-301.279021